# 1
Entry from OMol25: 3 unconnected molecules or ions with the total composition C4H16N2O2 at a distorted geometry (ωB97M-V/def2-TZVPD).

Output
LUMO energy (spin up / spin down)	2.754 / 2.663	eV
Kohn-Sham gap (spin up / spin down)	1.54 / 7.51	eV
maximum force	3.7	eV/A
HOMO (spin up / spin down)	1.214 / -4.849	eV
⟨S²⟩	0.750
spin multiplicity	2
charge	-1

Each line ends with the natural charge from an NBO analysis.
Geometry (Å):
C  0.415  2.188  -1.749  -0.430
N  0.143  0.765  -1.636  -0.643
C  0.701  -0.001  -0.475  -0.280
C  -0.483  -0.927  -0.136  -0.239
N  -0.212  -1.979  0.811  -0.696
C  -0.686  -1.934  2.130  -0.548
H  1.436  2.444  -2.114  0.148
H  0.431  2.677  -0.755  0.194
H  -0.256  2.724  -2.433  0.172
H  0.578  0.362  -2.459  0.344
H  1.654  -0.511  -0.681  0.188
H  0.818  0.587  0.422  0.194
H  -1.363  -0.331  0.196  0.179
H  -0.989  -1.311  -1.049  0.176
H  -0.060  -2.864  0.359  0.348
H  -0.005  -1.297  2.821  0.171
H  -1.674  -1.522  2.388  0.157
H  -0.403  -2.881  2.615  0.179
H  -3.214  3.124  -2.989  0.449
H  -2.197  4.083  -2.840  0.447
O  -2.882  3.687  -2.272  -0.936
H  3.655  -2.464  3.517  0.351
H  2.277  -2.781  2.799  0.371
O  2.865  -2.073  3.117  -1.298


# 2
Entry from OMol25: 2 unconnected molecules or ions with the total composition C5H13N3O2 at a distorted geometry (ωB97M-V/def2-TZVPD).

Output
LUMO energy (spin up / spin down)	0.311 / -3.489	eV
Kohn-Sham gap (spin up / spin down)	4.39 / 5.29	eV
maximum force	4.6	eV/A
HOMO (spin up / spin down)	-4.079 / -8.782	eV
⟨S²⟩	2.013
spin multiplicity	3

Each line ends with the natural charge from an NBO analysis.
Geometry (Å):
C  0.613  1.895  -0.449  -0.601
C  0.138  0.652  1.523  -0.623
C  1.954  -0.304  -0.166  -0.624
C  -0.461  -0.774  -1.698  -0.268
C  0.585  0.450  0.041  0.076
N  -3.803  -1.494  0.004  0.050
N  -0.539  -0.134  -0.628  -0.450
N  -3.007  -0.652  -0.150  0.223
O  -3.015  0.661  -0.031  -0.508
O  -5.081  -1.147  0.587  -0.547
H  -0.177  2.411  0.137  0.188
H  1.542  2.449  -0.252  0.215
H  0.250  1.906  -1.435  0.210
H  0.859  0.215  2.235  0.219
H  -0.725  -0.001  1.581  0.222
H  -0.270  1.648  1.728  0.211
H  1.784  -1.365  -0.043  0.217
H  2.540  -0.218  -1.027  0.219
H  2.623  0.097  0.681  0.216
H  -1.386  -0.900  -2.268  0.179
H  -2.065  0.887  -0.227  0.527
H  0.422  -1.148  -2.087  0.168
H  -5.613  -1.927  0.488  0.483


# 3
Entry from OMol25: a molecular structure, C28H31CaN5O4S at a distorted geometry (ωB97M-V/def2-TZVPD).

Output
LUMO energy	4.143	eV
Kohn-Sham gap	5.76	eV
maximum force	3.7	eV/A
HOMO	-1.614	eV
charge	-2

Each line ends with the natural charge from an NBO analysis.
Geometry (Å):
Ca  -0.662  2.153  -0.497  1.809
C  1.359  3.017  -2.351  -0.142
C  1.963  1.942  -1.715  -0.160
C  2.163  2.199  -0.338  -0.163
C  1.675  3.554  -0.142  -0.198
C  1.192  4.069  -1.378  -0.158
C  0.676  5.466  -1.545  -0.628
C  1.767  4.290  1.157  -0.629
C  2.715  1.320  0.750  -0.628
C  2.585  0.815  -2.542  -0.623
C  0.980  3.041  -3.835  -0.619
H  1.536  6.197  -1.506  0.177
H  -0.070  5.735  -0.771  0.224
H  0.184  5.594  -2.550  0.208
H  2.564  5.117  1.213  0.178
H  1.973  3.607  1.992  0.201
H  0.797  4.730  1.352  0.210
H  2.010  1.245  1.592  0.203
H  3.689  1.636  1.120  0.185
H  2.806  0.299  0.312  0.209
H  3.366  0.297  -1.955  0.193
H  2.967  1.237  -3.486  0.195
H  1.909  0.048  -2.846  0.205
H  0.668  2.046  -4.129  0.215
H  1.861  3.310  -4.500  0.164
H  0.263  3.759  -4.145  0.216
C  0.671  -4.182  2.354  -0.662
C  0.049  -3.463  3.488  0.378
N  -0.539  -4.031  4.507  -0.296
N  -0.739  -3.018  5.413  -0.390
C  -0.259  -1.825  4.979  0.213
S  -0.015  -0.452  5.900  -0.331
N  0.228  -2.122  3.706  -0.226
N  0.988  -1.266  2.914  -0.659
H  0.161  -5.105  2.042  0.240
H  1.682  -4.426  2.639  0.227
H  0.638  -3.635  1.433  0.255
H  -1.236  -3.102  6.258  0.412
H  1.272  -0.510  3.536  0.386
H  0.378  -0.851  2.177  0.425
O  -4.055  2.976  -3.092  -0.695
C  -3.148  2.884  -2.267  0.668
O  -2.121  2.066  -2.308  -0.917
C  -3.303  3.581  -0.852  0.662
O  -4.371  3.895  -0.390  -0.696
O  -2.224  3.723  -0.225  -0.911
N  -0.590  0.044  0.598  -0.874
C  -0.845  -1.053  0.101  0.152
C  -0.149  -1.532  -1.166  -0.074
C  -0.754  -1.479  -2.407  -0.198
C  -0.164  -1.973  -3.549  -0.204
C  1.094  -2.531  -3.462  -0.248
C  1.782  -2.476  -2.251  -0.212
C  1.122  -2.011  -1.104  -0.213
C  -1.833  -2.029  0.734  -0.012
C  -2.039  -3.309  0.178  -0.226
C  -3.016  -4.198  0.726  -0.238
C  -3.727  -3.756  1.837  -0.214
C  -3.460  -2.560  2.480  -0.229
C  -2.476  -1.785  1.948  -0.212
H  -1.736  -1.130  -2.473  0.226
H  -0.728  -1.979  -4.438  0.204
H  1.571  -2.967  -4.323  0.195
H  2.851  -2.800  -2.166  0.201
H  1.656  -2.048  -0.180  0.210
H  -1.535  -3.623  -0.743  0.215
H  -3.206  -5.132  0.316  0.195
H  -4.545  -4.396  2.116  0.188
H  -3.974  -2.299  3.349  0.206
H  -2.292  -0.842  2.414  0.233


# 4
Entry from OMol25: C3H2N2O2 in the gas phase at a distorted geometry (ωB97M-V/def2-TZVPD).

Output
LUMO energy (spin up / spin down)	-0.593 / -0.595	eV
Kohn-Sham gap (spin up / spin down)	8.25 / 8.24	eV
maximum force	2.8	eV/A
HOMO (spin up / spin down)	-8.840 / -8.837	eV

Each line ends with the natural charge from an NBO analysis.
Geometry (Å):
C  -0.439  0.501  -1.610  0.547
C  0.397  -0.406  0.288  0.326
C  -0.943  1.266  -0.263  0.602
N  -0.483  0.464  0.691  -0.580
N  1.157  -1.165  1.017  -0.768
O  -1.066  0.011  -2.456  -0.434
O  -1.564  2.274  -0.279  -0.497
H  1.776  -1.828  0.580  0.410
H  1.165  -1.116  2.032  0.394


# 5
Entry from OMol25: C3H6N2S in the gas phase at a distorted geometry (ωB97M-V/def2-TZVPD).

Output
LUMO energy	0.675	eV
Kohn-Sham gap	9.67	eV
maximum force	3.4	eV/A
HOMO	-8.997	eV
SMILES	[H]/N=C\N(S)C=C

Each line ends with the natural charge from an NBO analysis.
Geometry (Å):
C  -0.824  -0.404  -0.233  -0.019
C  -0.902  -1.717  0.163  -0.430
C  0.646  1.506  -0.048  0.265
H  2.258  -0.980  0.391  0.084
H  -1.585  0.351  -0.423  0.215
H  -1.834  -2.263  0.232  0.209
H  -0.091  -2.346  0.433  0.208
H  1.510  2.031  -0.393  0.195
H  -1.243  1.955  0.723  0.347
N  0.454  0.182  -0.457  -0.624
N  -0.234  2.278  0.469  -0.686
S  1.844  -0.591  -0.857  0.235


# 6
Entry from OMol25: a gas-phase ion, C6H14N3 (charge +1) at a distorted geometry (ωB97M-V/def2-TZVPD).

Output
LUMO energy (spin up / spin down)	-3.014 / -7.768	eV
Kohn-Sham gap (spin up / spin down)	6.81 / 6.53	eV
maximum force	4.7	eV/A
HOMO (spin up / spin down)	-9.823 / -14.303	eV
⟨S²⟩	2.015
spin multiplicity	3
charge	+1

Each line ends with the natural charge from an NBO analysis.
Geometry (Å):
C  0.394  1.007  0.371  0.356
C  -1.130  0.533  -0.626  0.281
C  0.280  2.307  1.058  -0.705
C  -1.653  -1.845  -0.082  -0.597
C  2.344  0.036  1.254  -0.434
C  -1.131  -0.858  -1.158  -0.117
N  -1.916  1.467  -0.669  -0.460
N  1.198  0.019  0.477  -0.614
N  0.237  -1.370  -1.413  -0.804
H  1.303  2.772  0.635  0.256
H  -0.581  2.922  0.808  0.276
H  0.428  2.381  2.111  0.253
H  -2.239  -1.244  0.442  0.222
H  -0.832  -2.261  0.447  0.224
H  -2.289  -2.617  -0.364  0.242
H  3.171  0.317  0.519  0.207
H  2.684  -1.057  1.341  0.244
H  2.340  0.812  2.059  0.239
H  -1.805  -0.906  -1.980  0.242
H  -2.703  1.304  -1.292  0.414
H  0.783  -0.616  -2.006  0.407
H  0.224  -2.312  -1.749  0.423
H  0.894  -0.789  -0.184  0.446


Question: Which of these has the highest maximum force?
Answer: C6H14N3